1.
The following is a quantum chemistry calculation of 11 unconnected molecules or ions with the total composition C38H86O28, from OMol25.

XYZ file:
```
152
Properties=species:S:1:pos:R:3:forces:R:3:lowdin_charge:R:1
C 21.01052 23.63418 15.91326 -1.73 -0.05 -2.07 -0.085
O 20.52970 23.18798 17.15384 -1.25 -0.98 2.08 -0.026
C 19.28574 22.54766 17.30748 -0.67 -0.31 0.79 -0.486
O 18.85430 22.10412 18.37242 1.77 1.37 -2.51 0.108
O 18.59070 22.49110 16.14074 0.24 0.47 0.54 -0.041
C 17.23629 21.94650 16.13449 -0.24 0.11 0.27 -0.007
H 20.19872 24.18788 15.44160 -0.19 -0.22 -0.42 0.085
H 21.24480 22.76624 15.29692 0.15 0.11 -0.15 0.094
H 21.80938 24.37060 15.82624 0.44 -0.41 1.50 0.093
H 16.66486 22.42482 15.33904 0.75 -0.34 -0.59 0.075
H 16.59596 22.19968 16.97946 0.87 0.02 0.70 0.075
H 17.29450 20.86122 16.05138 -0.11 0.20 -0.16 0.082
C 14.93786 18.65504 22.53026 0.96 -0.83 1.56 -0.090
O 15.21294 19.58646 21.52940 -2.46 1.73 -2.24 -0.026
C 14.20234 19.89958 20.61035 -0.13 -2.54 -0.60 -0.480
O 13.21454 19.19574 20.34552 2.47 2.39 1.06 0.095
O 14.65842 20.97424 19.94396 0.02 -0.69 1.24 0.006
C 13.98960 21.54194 18.86060 -1.04 0.04 -1.66 -0.061
H 15.41634 17.71260 22.26384 -0.38 -0.09 0.04 0.062
H 13.92642 18.48682 22.90012 -0.31 0.28 -0.90 0.102
H 15.46596 19.07169 23.38792 0.13 -0.19 0.20 0.091
H 13.25632 20.93946 18.32448 -0.06 -0.85 0.63 0.089
H 14.71980 21.72054 18.07128 0.22 0.50 0.39 0.078
H 13.41038 22.42762 19.12163 0.53 0.24 0.30 0.099
C 18.00968 16.44288 20.86874 0.57 -0.07 1.75 -0.041
O 17.30294 15.86974 19.81238 0.72 -0.61 -2.20 0.015
C 16.03014 15.58472 19.84393 -2.53 -0.50 1.67 -0.566
O 15.22420 16.10308 20.59794 0.65 -0.52 -0.86 0.114
O 15.72670 14.56460 18.98807 1.97 0.68 0.34 -0.026
C 14.45220 13.94828 18.93789 -0.76 1.18 -0.58 -0.045
H 18.01087 15.74060 21.70234 -0.19 -0.08 0.17 0.103
H 17.66182 17.39412 21.27154 -0.35 0.08 -0.57 0.094
H 19.06130 16.52032 20.59274 -0.27 0.17 -0.47 0.099
H 13.69840 14.67952 19.22976 -0.12 -0.21 0.37 0.094
H 14.36790 13.01668 19.49745 0.34 0.20 0.17 0.098
H 14.28886 13.77114 17.87486 -0.01 -0.33 0.05 0.072
C 15.72700 11.61470 10.56416 0.93 0.64 -0.11 -0.052
O 14.34334 11.30068 10.44026 -1.77 0.23 0.26 -0.013
C 13.46344 11.69164 11.41084 3.28 1.08 3.77 -0.495
O 13.89698 12.31032 12.46110 -2.67 -2.12 -4.08 0.017
O 12.25626 11.19490 11.15408 1.17 0.15 -0.69 -0.006
C 11.10224 11.36806 11.98726 0.31 1.18 0.05 -0.006
H 15.92682 12.58058 11.02812 -0.34 -0.27 0.40 0.070
H 16.20466 11.69802 9.58795 -0.68 -0.17 -0.33 0.085
H 16.30382 10.82260 11.04162 -0.41 0.00 0.48 0.099
H 10.26461 11.04272 11.37030 0.20 -0.46 0.34 0.098
H 10.93858 12.43332 12.15020 0.14 0.07 0.21 0.096
H 11.22854 10.87788 12.95258 -0.16 -0.21 -0.22 0.097
C 18.38432 22.31876 11.97520 0.83 -0.22 1.61 -0.039
O 17.21153 21.75190 11.42916 0.73 -0.16 -0.26 0.016
C 16.06932 21.98784 12.01880 -2.21 1.35 2.27 -0.584
O 15.84912 22.49796 13.13812 0.84 -1.30 -3.02 0.073
O 15.12662 21.57854 11.14556 -1.51 0.34 0.74 -0.007
C 13.70948 21.83672 11.46320 -0.39 -0.52 -0.17 -0.018
H 18.46266 23.38646 11.77028 0.15 -0.22 -0.48 0.107
H 19.23682 21.69014 11.71802 -0.12 0.40 -0.99 0.099
H 18.45062 22.22202 13.05886 -0.75 0.12 0.28 0.079
H 13.35490 22.84190 11.23520 0.80 0.26 0.15 0.092
H 13.35712 21.55716 12.45606 0.92 0.21 0.34 0.081
H 13.07526 21.20544 10.84084 0.71 -0.28 -0.48 0.089
C 9.10948 15.08220 17.97298 -1.16 0.30 0.62 -0.026
O 9.75926 16.31249 17.59886 -0.46 -0.99 1.58 0.033
C 10.41742 16.30262 16.47195 -2.15 -2.83 -2.31 -0.656
O 10.40226 15.39372 15.64834 0.71 0.40 1.09 0.102
O 10.83996 17.48186 16.24008 -0.69 2.79 2.22 0.054
C 11.39436 17.72942 15.04230 2.80 0.01 -3.00 -0.086
H 8.43575 14.66038 17.22714 0.82 -0.01 -0.70 0.097
H 8.36544 15.36940 18.71596 0.47 0.25 0.45 0.090
H 9.77726 14.34120 18.41238 0.15 0.16 -0.35 0.094
H 10.87686 17.39908 14.14164 -0.50 -0.41 0.39 0.115
H 12.35184 17.21067 15.08956 0.28 0.02 -0.86 0.087
H 11.62770 18.77688 14.85138 -0.41 0.14 0.81 0.091
C 18.51672 9.46806 8.80005 0.65 0.40 0.10 -0.103
O 18.50054 10.87218 9.03957 -0.61 0.76 -0.73 -0.226
C 19.56796 11.42652 9.81428 -0.27 -1.23 0.17 -0.169
C 19.44892 12.94128 10.13514 -0.66 -1.97 -0.18 -0.194
O 18.44412 13.12910 11.07660 -0.80 0.89 1.47 -0.202
C 18.37829 14.50320 11.51380 -0.61 -0.48 -1.06 -0.083
H 18.13168 9.29006 7.79598 -0.42 0.05 0.23 0.089
H 17.98942 8.90718 9.57171 -0.43 0.11 -0.02 0.084
H 19.51252 9.02502 8.78544 0.48 0.33 0.06 0.079
H 20.47808 11.17546 9.26956 0.45 0.46 0.07 0.118
H 19.53544 10.78922 10.69796 0.56 0.54 0.74 0.123
H 19.10951 13.41648 9.21476 0.79 0.56 -0.29 0.132
H 20.34992 13.27862 10.64746 0.63 0.17 -0.95 0.130
H 18.15028 15.12592 10.64874 -0.26 0.14 -0.29 0.075
H 19.29546 14.95060 11.89684 0.29 -0.62 0.47 0.089
H 17.54080 14.59188 12.20578 0.26 -0.13 0.14 0.077
C 12.99892 11.60452 15.64328 -1.08 -1.16 -0.42 -0.068
O 12.07046 10.61044 16.16246 0.92 -0.26 -2.31 -0.199
C 11.68940 10.84030 17.44798 -1.49 -0.84 1.33 -0.221
C 10.62408 9.74530 17.98166 0.15 1.10 -1.00 -0.132
O 9.32032 10.01674 17.42514 1.17 1.00 -0.01 -0.192
C 8.29489 9.12406 17.69344 -0.18 -1.11 0.17 -0.147
H 12.48240 12.52724 15.37894 -0.19 0.12 0.12 0.083
H 13.34512 11.13646 14.72178 0.31 0.35 0.11 0.075
H 13.82872 11.84340 16.30848 0.05 -0.30 0.27 0.075
H 11.25526 11.84002 17.43432 -0.22 0.25 0.96 0.117
H 12.61882 10.75424 18.01090 -0.20 0.29 1.05 0.114
H 10.53048 9.71062 19.06708 0.27 0.47 0.23 0.112
H 10.99762 8.76046 17.70119 -0.07 -0.20 -0.41 0.115
H 8.00702 8.97880 18.73466 0.37 0.44 0.57 0.079
H 8.57420 8.12354 17.36328 -0.11 -0.26 -0.35 0.084
H 7.37112 9.43378 17.20474 0.30 0.17 -0.34 0.088
C 18.13388 18.83264 13.82212 0.49 -0.75 -0.24 -0.071
O 19.03930 17.80438 14.21524 1.30 -0.39 0.73 -0.181
C 18.53390 16.55382 14.70030 -0.58 -0.37 -0.70 -0.160
C 19.36822 15.69648 15.69848 1.24 1.38 -1.65 -0.153
O 20.40942 14.90258 15.07700 0.40 0.89 -0.26 -0.202
C 21.21788 14.28728 16.07913 -0.80 -1.33 -0.33 -0.121
H 18.74254 19.64176 13.41846 0.23 0.10 0.44 0.080
H 17.50972 19.17318 14.64830 -0.14 -0.09 -0.19 0.067
H 17.56640 18.51982 12.94564 -0.62 -0.25 0.14 0.080
H 18.37074 15.90642 13.83870 -0.33 -0.06 -0.18 0.093
H 17.57153 16.75799 15.16962 -0.17 -0.18 0.16 0.102
H 18.68992 15.00294 16.19550 -0.03 0.40 0.59 0.124
H 19.92574 16.46010 16.24084 -0.44 -0.25 1.20 0.125
H 22.11338 13.76290 15.74564 0.09 0.62 -1.07 0.079
H 20.60686 13.42798 16.35550 -0.04 0.00 1.23 0.083
H 21.56284 14.90718 16.90668 -0.57 0.31 0.06 0.085
C 11.96562 16.00415 8.60742 0.53 -1.45 -0.20 -0.133
O 11.93224 15.97174 10.01838 1.40 0.38 0.97 -0.194
C 13.01224 15.13484 10.62588 -0.04 1.66 -1.36 -0.102
C 14.45312 15.70006 10.28856 -2.22 -0.87 0.07 -0.216
O 14.52696 17.00402 10.79574 0.96 0.06 -0.05 -0.164
C 15.74520 17.61804 10.38662 -0.34 0.39 -0.10 -0.089
H 12.87428 16.31180 8.08994 0.59 0.45 0.64 0.071
H 11.20620 16.61664 8.12138 -0.49 -0.22 0.75 0.088
H 11.90470 14.94424 8.36046 -0.57 -0.16 -0.94 0.083
H 12.89028 14.13814 10.20186 0.21 -0.24 0.06 0.103
H 12.82344 15.12846 11.69940 -0.04 0.08 -0.16 0.119
H 14.55538 15.64074 9.20499 0.05 0.49 -0.35 0.106
H 15.23158 15.01810 10.63064 0.13 -0.02 0.68 0.106
H 15.82902 18.62942 10.78436 -0.34 -0.07 0.28 0.076
H 15.74770 17.73332 9.30274 0.15 -0.18 -0.24 0.091
H 16.63102 17.06872 10.70546 0.02 -0.28 0.04 0.071
C 15.02122 15.02262 14.64992 -1.04 -0.88 0.89 -0.094
O 14.83964 16.37336 14.88580 -0.32 1.78 -0.27 -0.204
C 14.84056 16.85408 16.21880 0.91 -0.20 -0.76 -0.184
C 14.64318 18.35892 16.31356 0.23 0.50 0.25 -0.173
O 15.28452 19.17296 15.33372 -0.32 -0.46 1.23 -0.184
C 14.60330 19.20366 14.10214 0.62 -0.54 -0.68 -0.079
H 14.15384 14.52202 15.08020 -0.30 -0.55 -0.16 0.078
H 15.86282 14.57320 15.17700 0.62 0.20 -0.19 0.089
H 15.01700 14.82818 13.57740 0.26 0.11 0.11 0.086
H 15.83576 16.64197 16.60954 0.19 -0.18 0.35 0.112
H 14.11452 16.40410 16.89592 -0.33 -0.45 -0.10 0.127
H 15.08570 18.56488 17.28818 0.29 0.45 0.02 0.126
H 13.61534 18.69434 16.45190 -0.35 -0.31 -0.44 0.112
H 14.84636 18.30188 13.54018 0.03 0.02 -0.25 0.082
H 14.99918 20.07677 13.58342 -0.39 0.04 -0.05 0.073
H 13.51652 19.19005 14.18472 0.00 0.50 0.24 0.072
```
Positions in Å, forces in eV/Å.

**SMILES string**: COC(=O)OC.COC(=O)OC.COC(=O)OC.COC(=O)OC.COC(=O)OC.COC(=O)OC.COCCOC.COCCOC.COCCOC.COCCOC.COCCOC
**LUMO energy**: 0.62 eV
**Kohn-Sham gap**: 10.1 eV

***

2.
The following is a quantum chemistry calculation of a molecular structure, CH4N2O3, from OMol25.

XYZ file:
```
10
Properties=species:S:1:pos:R:3:forces:R:3:lowdin_charge:R:1
C -0.76287 -0.34514 -0.19911 -4.99 -0.90 1.53 -0.607
H 1.44400 0.39572 -0.41698 0.48 -3.93 0.69 0.190
H 0.27641 -2.14200 0.22409 -1.44 1.71 0.41 0.192
H -1.36439 1.49371 -0.32707 1.32 -0.30 0.03 0.180
H 0.47348 0.81138 1.19335 1.47 2.38 -3.52 0.264
N 0.25499 -1.08815 0.21308 1.94 -3.32 -0.05 -0.021
N -0.49607 0.93627 -0.48598 0.07 2.37 -1.48 0.008
O 1.50123 -0.87327 -0.37242 0.85 4.53 -0.89 -0.165
O -1.98102 -0.55911 -0.02217 1.28 -1.20 -0.71 0.025
O 0.65423 1.37059 0.19322 -1.00 -1.35 3.98 -0.067
```
Positions in Å, forces in eV/Å.

**LUMO energy**: 0.18 eV
**Kohn-Sham gap**: 9.5 eV

***

3.
The following is a quantum chemistry calculation of C4H4ClNO2 in the gas phase, from OMol25.

XYZ file:
```
12
Properties=species:S:1:pos:R:3:forces:R:3:lowdin_charge:R:1
O 1.59236 1.18572 1.43089 -1.26 -1.06 -2.42 0.049
C 0.95241 0.61129 0.55759 1.11 0.35 1.50 -0.460
C -0.17272 1.13856 -0.36336 0.98 1.08 3.01 -0.094
C -0.80528 -0.13802 -0.91181 -2.54 1.04 2.60 -0.087
C -0.32493 -1.33551 -0.01444 -0.69 -1.76 0.20 -0.386
O -0.86566 -2.43197 0.26168 2.24 4.40 -1.12 0.058
N 0.96817 -0.84149 0.41936 -0.74 -0.54 1.69 -0.325
Cl 1.71897 -1.66794 1.79414 -0.61 0.53 -1.38 0.701
H 0.12651 2.00994 -1.03409 -0.39 -1.50 0.75 0.148
H -0.76764 1.57884 0.54413 0.39 -0.46 -2.00 0.161
H -0.50629 -0.19276 -1.89825 0.26 -0.89 -2.16 0.089
H -1.91590 0.08336 -0.78584 1.24 -1.19 -0.66 0.146
```
Positions in Å, forces in eV/Å.

**SMILES string**: O=C1CCC(=O)N1Cl
**LUMO energy**: 0.13 eV
**Kohn-Sham gap**: 10.7 eV